Density functional theory data (ωB97M-V/def2-TZVPD) for a 2-piece molecular cluster, C5H12S overall.

Each atom is followed by the atoms it is bonded to, with distances in Å.
CARTESIAN COORDINATES (ANGSTROEM)
1 C 2.01598 -1.86208 -0.53854  C2 1.513, H4 1.084, H5 1.098, H6 1.094
2 C 2.13416 -0.49523 -1.17690  C1 1.513, S3 1.845, H7 1.089, H8 1.086
3 S 1.31415 0.80872 -0.16193  C2 1.845, H9 1.319
4 H 2.55543 -1.98659 0.39296  C1 1.084
5 H 0.95290 -2.06988 -0.35841  C1 1.098
6 H 2.33636 -2.59674 -1.28299  C1 1.094
7 H 1.83029 -0.53442 -2.22184  C2 1.089
8 H 3.17540 -0.18644 -1.15077  C2 1.086
9 H 1.64926 0.07144 0.87918  S3 1.319
10 C -2.18108 1.41080 1.36498  C11 1.539, H13 1.086, H14 1.086, H15 1.091
11 C -2.02561 0.08987 0.58992  C10 1.539, C12 1.324, H16 1.076
12 C -3.03300 -0.54316 0.00850  C11 1.324, H17 1.088, H18 1.091
13 H -2.37873 2.24868 0.70275  C10 1.086
14 H -1.25795 1.48593 1.93276  C10 1.086
15 H -3.02856 1.30540 2.04343  C10 1.091
16 H -1.02917 -0.30762 0.67708  C11 1.076
17 H -2.88909 -1.32546 -0.73339  C12 1.088
18 H -4.08962 -0.54399 0.27916  C12 1.091

Values from the calculation:
- gap between HOMO and LUMO (eV) = 9.7
- charge = 0
- LUMO (Ha) = 0.0342
- SMILES = C=CC.CCS
- multiplicity = 1
- E_tot (Eh) = -595.821767
- max |F| (eV/Å) = 1.877